P) Entry from the OMol25 dataset: a gas-phase ion, C5H14N2OP (charge +1) (ωB97M-V with the def2-TZVPD basis set).

Geometry as ORCA input:
```
! RIJCOSX wB97M-V def2-TZVPD def2/J DEFGRID3
* xyz 1 1
C -1.09590 -1.98149 -0.78308
C -0.48081 0.21883 0.06104
C -0.60025 1.19629 1.22882
C -0.83271 0.94003 -1.28660
C 2.68526 0.88862 0.24846
N 0.79845 -0.39191 -0.11986
N -1.46597 -0.93425 0.18987
O 1.83675 -0.05348 0.76608
P 0.85817 -2.07503 -0.42934
H -1.49899 -2.99177 -0.61667
H -1.30390 -1.67194 -1.84959
H -0.45046 0.68795 2.18637
H -1.47565 1.88892 1.39225
H 0.15701 1.87280 1.31625
H -0.19279 0.58082 -2.00854
H -0.58289 2.04828 -1.08330
H -1.92256 0.76959 -1.43588
H 3.58489 0.55157 0.73713
H 2.39854 1.98329 0.36985
H 2.59895 0.81578 -0.79927
H -2.43310 -0.52564 -0.04464
H -1.39415 -1.26418 1.13153
H 0.81212 -2.55308 0.82911
*
```

For the gap between HOMO and LUMO, the calculation gives 9.828 eV. As for the SMILES: CON1PC[NH2+]C1(C)C. The molar mass is 149.15 g mol⁻¹. As for the HOMO energy: -13.0 eV.

Q) Entry from the OMol25 dataset: a gas-phase ion, C5H14N2OP (charge +1) (ωB97M-V with the def2-TZVPD basis set).

Geometry as ORCA input:
```
! RIJCOSX wB97M-V def2-TZVPD def2/J DEFGRID3
* xyz 1 1
C -3.16577 0.77996 -0.34569
C 2.25034 -2.64245 0.69886
C -2.09011 1.70369 -0.13968
C 1.90219 -1.47220 -0.21410
C 0.08637 0.13139 -0.42252
N -0.71742 1.25511 0.11226
N 0.99599 -0.47740 0.42501
O 1.70052 2.32754 -0.14625
P 0.55542 1.88912 -1.07698
H -3.45753 0.27407 0.57258
H -4.15062 1.29783 -0.70871
H -3.05444 0.02658 -1.04407
H 2.21308 -2.45011 1.80173
H 1.75917 -3.52897 0.61012
H 3.21390 -2.84247 0.46264
H -1.94350 2.22851 -1.11472
H -2.39057 2.42732 0.61391
H 1.44881 -1.92961 -1.15313
H 2.83269 -0.93762 -0.30586
H -0.38880 -0.38157 -1.28458
H -0.57866 1.30219 1.10072
H 0.64607 -0.78292 1.30553
H 2.33288 1.80201 0.25292
*
```

For the gap between HOMO and LUMO, the calculation gives 9.628 eV. As for the SMILES: CCN[C@H]1[N@H+](CC)P1O. The molar mass is 149.15 g mol⁻¹. As for the HOMO energy: -13.0 eV.

The structure with the most favorable energy is Q); the runner-up is 41.6 kcal/mol above it.

P) Entry from the OMol25 dataset: 3 unconnected molecules or ions with the total composition H6O3 (ωB97M-V with the def2-TZVPD basis set).

Geometry as ORCA input:
```
! RIJCOSX wB97M-V def2-TZVPD def2/J DEFGRID3
* xyz -1 2
O -2.87316 -14.65576 -1.47015
H -2.62971 -13.74288 -1.62386
H -2.72752 -14.78851 -0.53345
O -2.43945 -12.65086 0.86928
H -1.94442 -12.48565 0.06686
H -2.95353 -11.85447 1.00238
O -1.15149 -12.24947 -1.46125
H -0.59443 -11.50015 -1.25045
H -0.62025 -12.78525 -2.05029
*
```

For the gap between HOMO and LUMO (alpha / beta), the calculation gives 3.607 / 11.555 eV. The molar mass is 54.05 g mol⁻¹. As for the HOMO energy (alpha / beta): 0.8 / -7.2 eV.

Q) Entry from the OMol25 dataset: 3 unconnected molecules or ions with the total composition H6O3 (ωB97M-V with the def2-TZVPD basis set).

Geometry as ORCA input:
```
! RIJCOSX wB97M-V def2-TZVPD def2/J DEFGRID3
* xyz -1 2
O 0.35760 0.25978 -2.47787
H 0.34281 0.27350 -1.52089
H 0.93388 -0.47196 -2.69851
O -1.23012 0.18920 1.52717
H -0.95330 0.44559 2.40685
H -2.11276 0.54893 1.43894
O 0.99139 -0.26671 0.09542
H 1.49519 -0.85767 0.65505
H 0.17530 -0.12067 0.57384
*
```

For the gap between HOMO and LUMO (alpha / beta), the calculation gives 3.311 / 11.317 eV. The molar mass is 54.05 g mol⁻¹. As for the HOMO energy (alpha / beta): 0.8 / -7.1 eV.

The structure with the most favorable energy is P); the runner-up is 1.7 kcal/mol above it.

P) Entry from the OMol25 dataset: C9H12N2O3 in the gas phase (ωB97M-V with the def2-TZVPD basis set).

Geometry as ORCA input:
```
! RIJCOSX wB97M-V def2-TZVPD def2/J DEFGRID3
* xyz 0 1
C -3.20202 -0.10806 -0.83625
C 0.76529 -1.35562 0.24549
C 1.86076 -0.38573 0.09287
C 1.80872 0.89826 0.34757
C -1.17664 0.01027 0.59887
C -1.97419 0.29311 -0.66016
C -2.06978 -0.15870 1.82582
C 3.17969 -0.98089 -0.39194
C 1.85791 2.18976 0.51527
N -4.40568 -0.30722 -0.90573
N -0.47601 -1.23213 0.41467
O -1.24452 0.99090 -1.61643
O 3.07418 -1.80315 -1.52393
O 1.47953 3.12598 -0.40078
H 1.08710 -2.39350 0.15086
H -0.49662 0.86161 0.73510
H -2.71299 0.70718 1.95274
H -1.45057 -0.27456 2.71323
H -2.68255 -1.04872 1.71624
H 3.64231 -1.52848 0.44591
H 3.85258 -0.16965 -0.68528
H 2.16557 2.64049 1.45052
H -4.74118 -1.19022 -1.28377
H -1.78680 1.11381 -2.40238
H 2.52950 -2.57398 -1.32231
H 1.11644 2.67924 -1.17622
*
```

For the gap between HOMO and LUMO, the calculation gives 8.481 eV. As for the SMILES: C[C@@H](/N=C\C(=C=CO)CO)C(O)=C=N. The molar mass is 196.21 g mol⁻¹. As for the HOMO energy: -8.2 eV.

Q) Entry from the OMol25 dataset: C9H12N2O3 in the gas phase (ωB97M-V with the def2-TZVPD basis set).

Geometry as ORCA input:
```
! RIJCOSX wB97M-V def2-TZVPD def2/J DEFGRID3
* xyz 0 1
C 2.16638 -1.18381 1.16610
C -0.77979 -0.36778 1.14085
C -2.33118 1.60714 -2.56168
C -1.57549 0.64964 -3.51266
C -1.84027 1.34460 -1.16085
C -0.65599 -0.19555 -2.51684
C 1.53824 -0.77972 2.20465
C -0.89786 0.44908 -1.13256
C 2.04715 -0.93274 3.57252
N 2.81626 -1.61900 0.26710
N 0.09883 -0.45977 2.17921
O -1.96089 -0.35410 1.34564
O -0.16257 -0.07355 -0.04887
O 2.42409 0.25475 4.17781
H -2.11260 2.76364 -2.74150
H -3.40371 1.49196 -2.67840
H -2.26991 0.00419 -4.10695
H -0.92412 1.16967 -4.28417
H -2.03756 2.06404 -0.44814
H 3.31873 -0.95222 -0.40656
H -0.83586 -1.29341 -2.53142
H 0.39332 -0.13211 -2.79870
H 2.78772 -1.70249 3.59529
H 1.17038 -1.37306 4.14540
H -0.35751 -0.69426 3.09029
H 3.38420 0.31484 4.04445
*
```

For the gap between HOMO and LUMO, the calculation gives 8.920 eV. As for the SMILES: N=C=C(CO)NC(=O)OC1=CCCC1. The molar mass is 196.21 g mol⁻¹. As for the HOMO energy: -8.4 eV.

The structure with the most favorable energy is Q); the runner-up is 39.3 kcal/mol above it.

P) Entry from the OMol25 dataset: 2 unconnected molecules or ions with the total composition CH4O2S2 (ωB97M-V with the def2-TZVPD basis set).

Geometry as ORCA input:
```
! RIJCOSX wB97M-V def2-TZVPD def2/J DEFGRID3
* xyz 0 1
S -0.09803 0.63701 3.08126
S -0.85769 1.43879 1.36485
H -1.19463 0.07097 3.54261
H -0.31815 0.63637 0.42107
O 0.51214 0.95145 -2.04987
C 0.31577 -0.22044 -1.92905
O 0.93528 -0.85689 -0.88122
H -0.35308 -0.84449 -2.52579
H 1.05840 -1.81278 -1.02388
*
```

For the gap between HOMO and LUMO, the calculation gives 9.544 eV. As for the SMILES: O=CO.SS. The molar mass is 112.17 g mol⁻¹. As for the HOMO energy: -9.1 eV.

Q) Entry from the OMol25 dataset: CH4O2S2 in the gas phase (ωB97M-V with the def2-TZVPD basis set).

Geometry as ORCA input:
```
! RIJCOSX wB97M-V def2-TZVPD def2/J DEFGRID3
* xyz 0 1
C -0.12806 0.73587 -0.02058
O 2.17411 -0.00605 -1.37436
O 3.67800 -0.26977 0.61158
S 1.10627 0.95177 1.24306
S 2.32035 -0.20365 0.04366
H -0.19493 1.54601 -0.84735
H -1.06052 0.71561 0.35862
H 0.04072 -0.22738 -0.34735
H 1.92943 -1.47940 0.27856
*
```

For the gap between HOMO and LUMO, the calculation gives 10.521 eV. As for the SMILES: CS[SH](=O)=O. The molar mass is 112.17 g mol⁻¹. As for the HOMO energy: -10.6 eV.

The structure with the most favorable energy is P); the runner-up is 36.9 kcal/mol above it.

P) Entry from the OMol25 dataset: CHBrN4 in the gas phase (ωB97M-V with the def2-TZVPD basis set).

Geometry as ORCA input:
```
! RIJCOSX wB97M-V def2-TZVPD def2/J DEFGRID3
* xyz 0 1
C -0.18626 -0.22646 1.42294
N 1.10796 -0.08709 0.36967
N -1.22413 -0.08007 0.90824
N 0.72239 0.02731 -0.73350
N -0.35431 0.20768 -1.28960
Br -0.38210 0.43096 -3.10330
H 0.31645 -0.27233 2.42554
*
```

For the gap between HOMO and LUMO, the calculation gives 8.036 eV. The molar mass is 148.95 g mol⁻¹. As for the HOMO energy: -9.7 eV.

Q) Entry from the OMol25 dataset: CHBrN4 in the gas phase (ωB97M-V with the def2-TZVPD basis set).

Geometry as ORCA input:
```
! RIJCOSX wB97M-V def2-TZVPD def2/J DEFGRID3
* xyz 0 1
C -0.85668 0.49195 0.71034
N -0.43081 -0.86044 0.85101
N -0.38966 1.20450 -0.18527
N 0.42460 -1.13114 0.00333
N 0.75773 -0.25788 -0.81695
Br 2.07336 -0.21758 -2.02137
H -1.57854 0.77059 1.45892
*
```

For the gap between HOMO and LUMO, the calculation gives 8.848 eV. The molar mass is 148.95 g mol⁻¹. As for the HOMO energy: -9.9 eV.

The structure with the most favorable energy is Q); the runner-up is 17.1 kcal/mol above it.

P) Entry from the OMol25 dataset: C10H19N3O4S in the gas phase (ωB97M-V with the def2-TZVPD basis set).

Geometry as ORCA input:
```
! RIJCOSX wB97M-V def2-TZVPD def2/J DEFGRID3
* xyz 0 1
C 0.05010 1.06428 -1.31789
C -0.96231 -0.00449 -0.74195
C -0.68886 1.74890 -2.50788
C -0.00370 2.87097 -3.28373
C -0.92355 5.14785 -1.93181
C 0.84456 -1.23141 0.74561
C 1.30940 -2.52508 0.04787
C 0.95495 -1.42289 2.24923
C -0.21622 -2.23297 2.78979
C -0.17187 -2.61762 4.28439
H 2.09194 1.24881 -1.79390
H 1.54078 -0.16542 -2.19654
H 0.06162 1.77508 -0.43138
H -0.88165 0.96387 -3.25488
H -1.65596 2.01835 -2.18207
H -0.72808 3.22377 -4.01699
H 0.89958 2.48920 -3.76943
H -1.54569 4.58476 -1.28961
H -1.57138 5.34137 -2.84535
H -0.58389 6.07136 -1.47004
H -1.15626 -1.60366 0.52751
H 1.56305 -0.45816 0.52181
H 0.85293 -0.40907 2.67888
H 1.86854 -1.88062 2.52254
H -1.19402 -1.72336 2.63101
H -0.36751 -3.19650 2.28929
H -1.76973 -3.74870 3.94498
H -1.01147 -4.08001 5.43942
H 1.54973 -3.16075 -1.75471
N 1.41202 0.58897 -1.50787
N -0.46238 -0.83506 0.30395
N -0.90071 -3.78663 4.45388
O -2.07006 -0.24122 -1.21315
O 1.76260 -3.55085 0.57639
O 0.45214 -2.07466 5.14923
O 1.05094 -2.45289 -1.26820
S 0.60041 4.26447 -2.37838
*
```

For the gap between HOMO and LUMO, the calculation gives 9.116 eV. As for the SMILES: CSCC[C@H](N)C(=O)N[C@@H](CCC(N)=O)C(=O)O. The molar mass is 277.35 g mol⁻¹. As for the HOMO energy: -8.7 eV.

Q) Entry from the OMol25 dataset: a molecular structure, C10H19N3O4S (ωB97M-V with the def2-TZVPD basis set).

Geometry as ORCA input:
```
! RIJCOSX wB97M-V def2-TZVPD def2/J DEFGRID3
* xyz 0 1
C -1.55861 1.21906 -1.03609
C -1.82610 0.28558 0.14148
C -1.00296 0.35727 -2.06941
C -0.26826 1.15383 -3.24864
C -2.60455 1.69234 -4.70154
C 0.51072 -0.38135 1.03680
C 1.26027 -1.54000 0.25317
C 1.20838 0.08912 2.25485
C 0.88744 -0.93749 3.31462
C 2.20919 -1.59076 3.90606
H -0.55576 2.77185 0.14973
H -0.22937 2.74364 -1.54997
H -2.45257 1.65479 -1.25539
H -1.73811 -0.02279 -2.78158
H -0.31615 -0.36834 -1.49444
H -0.22780 0.40889 -4.19199
H 0.78227 1.48360 -2.91242
H -2.14912 1.27324 -5.76454
H -2.75182 0.70483 -4.01743
H -3.56962 2.19699 -5.06319
H -1.54154 -1.34727 1.42619
H 0.77744 0.44766 0.36666
H 0.45538 1.03128 2.54895
H 2.28649 0.21224 2.14325
H 0.43501 -1.85158 2.93124
H 0.14539 -0.73744 4.04862
H 2.93245 -1.93377 5.75799
H 1.51013 -0.75429 5.99261
H 2.58092 -1.98358 1.36639
N -0.45263 2.12138 -0.66977
N -0.95408 -0.50698 0.94423
N 2.15197 -1.66914 5.31517
O -2.96725 -0.22392 0.06875
O 0.53823 -2.02592 -0.48291
O 3.14728 -2.13282 3.07655
O 2.52534 -1.90901 0.24534
S -1.27702 2.66882 -3.69986
*
```

For the gap between HOMO and LUMO, the calculation gives 8.367 eV. The molar mass is 277.35 g mol⁻¹. As for the HOMO energy: -8.7 eV.

The structure with the most favorable energy is P); the runner-up is 156.2 kcal/mol above it.